1.
The following is a quantum chemistry calculation of a structure of composition C28H32Cl5MnN6O6, from OMol25.

Geometry as XYZ:
```
78
Properties=species:S:1:pos:R:3:lowdin_charge:R:1
Mn -1.51467 1.93869 -1.10724 1.048
Cl -0.39592 -1.01922 0.63289 0.672
O 1.01092 -0.74029 0.59746 -0.336
O -1.08667 0.10802 -0.03172 -0.466
O -0.68343 -2.23146 -0.06563 -0.301
O -0.92631 -1.07536 1.95938 -0.309
N -1.27965 0.81032 -2.95793 -0.040
C -2.03588 0.96297 -4.05706 -0.123
C -1.77462 0.34145 -5.25821 -0.033
C -0.72972 -0.57443 -5.30191 -0.022
C 0.01569 -0.81422 -4.16051 -0.011
C -0.26728 -0.05912 -3.03925 -0.117
H -2.90828 1.60454 -3.98810 0.115
H -2.40749 0.53944 -6.10989 0.118
H -0.53752 -1.15589 -6.19511 0.123
H 0.79366 -1.56112 -4.12543 0.120
H 0.32098 -0.16138 -2.13536 0.084
N -6.34049 -0.67168 2.51112 0.056
C -6.54582 -1.87698 3.02545 -0.147
C -5.71413 -2.96347 2.79407 -0.055
C -4.59650 -2.79043 1.99731 -0.070
C -4.36813 -1.53367 1.46230 -0.069
C -5.27243 -0.52033 1.74652 -0.171
H -7.41156 -1.98496 3.66942 0.107
H -5.93155 -3.94067 3.20464 0.108
H -3.92833 -3.60999 1.77104 0.076
H -3.45773 -1.33393 0.91238 0.077
H -5.05119 0.47509 1.36757 0.092
N 0.46207 2.68754 -1.39302 -0.040
C 1.46577 2.35011 -0.57010 -0.104
C 2.75285 2.78828 -0.74342 -0.031
C 3.06590 3.57588 -1.84249 -0.023
C 2.04963 3.90499 -2.72088 -0.031
C 0.79054 3.41592 -2.46057 -0.134
H 1.21588 1.75954 0.30547 0.104
H 3.52012 2.56513 -0.01738 0.119
H 4.08786 3.89945 -1.98758 0.123
H 2.23442 4.46630 -3.62483 0.119
H 0.00785 3.65346 -3.17736 0.115
N 3.56586 -0.08960 -2.94594 0.065
C 3.26688 -0.58582 -1.75540 -0.170
C 4.08200 -0.46275 -0.63845 -0.063
C 5.25431 0.26677 -0.75491 -0.070
C 5.58677 0.79240 -1.99388 -0.071
C 4.71991 0.57264 -3.05168 -0.159
H 2.29721 -1.06124 -1.64054 0.072
H 3.83280 -0.93495 0.30108 0.082
H 5.82447 0.47813 0.14139 0.115
H 6.48168 1.38813 -2.11351 0.107
H 4.91462 1.01258 -4.02452 0.106
N -1.61144 3.01220 0.74043 -0.050
C -1.64480 2.40060 1.93213 -0.099
C -1.62299 3.09001 3.12631 -0.013
C -1.64191 4.48049 3.08228 -0.021
C -1.69102 5.12526 1.85415 -0.033
C -1.63746 4.34868 0.71815 -0.133
H -1.59656 1.31796 1.97378 0.096
H -1.62819 2.59629 4.08644 0.124
H -1.67332 5.05178 4.00132 0.123
H -1.66325 6.20388 1.81475 0.118
H -1.58127 4.86240 -0.23670 0.114
C 2.06077 -4.02389 0.01023 0.056
N 2.65686 -3.75234 1.34205 -0.421
O 2.12424 -4.22392 2.32240 0.077
O 3.66686 -3.07636 1.35799 0.052
H 2.68706 -4.75060 -0.49707 0.112
H 1.94723 -3.07184 -0.49476 0.067
H 1.06668 -4.44546 0.13115 0.064
C 2.07004 -0.99241 3.77607 -1.022
Cl 1.81460 0.78319 3.69857 0.475
Cl 2.52044 -1.48474 5.40113 0.549
H 1.12509 -1.44923 3.51615 0.001
H 2.88315 -1.22058 3.10106 0.004
C -1.32775 -4.54597 2.16828 -1.029
Cl -2.05901 -5.18757 3.64184 0.543
Cl -1.63209 -5.59164 0.75780 0.520
H -1.81176 -3.59747 1.97958 -0.029
H -0.25558 -4.46354 2.28482 -0.005
```

Values from the calculation:
**Total charge**: +1
**Gap between HOMO and LUMO (spin up / spin down)**: 7.9 / 7.2 eV
**Expectation value of S²**: 8.76
**Spin multiplicity**: 6
**LUMO energy (spin up / spin down)**: -0.12502 / -0.15206 Ha


2.
The following is a quantum chemistry calculation of a structure of composition C28H32F3N2S5SbTi, from OMol25.

Geometry as XYZ:
```
72
Properties=species:S:1:pos:R:3:lowdin_charge:R:1
Ti -0.10322 -0.18238 -0.53137 0.599
C 2.93004 -2.15237 3.59610 -0.070
C 3.64697 -2.35607 2.42160 -0.075
C 3.28820 -1.70696 1.25320 -0.043
C 2.20101 -0.83443 1.24501 -0.310
C 1.50090 -0.61223 2.43099 -0.051
C 1.85601 -1.27746 3.59696 -0.075
N 1.73678 -0.23620 0.05250 -0.134
C 2.63372 0.29915 -0.89779 -0.323
C 2.34961 0.13820 -2.25540 -0.060
C 3.11885 0.78818 -3.21542 -0.065
C 4.19746 1.56623 -2.83331 -0.076
C 4.50623 1.69418 -1.48114 -0.063
C 3.73032 1.07684 -0.51719 -0.026
H 3.21553 -2.66662 4.50352 0.110
H 4.48444 -3.04097 2.41210 0.113
H 3.83286 -1.88855 0.33449 0.124
H 0.69411 0.11484 2.44203 0.066
H 1.30502 -1.09391 4.51112 0.109
H 1.56626 -0.54839 -2.56796 0.063
H 2.88988 0.65156 -4.26440 0.112
H 4.81224 2.05159 -3.57874 0.108
H 5.36125 2.28507 -1.17868 0.111
H 3.96701 1.18429 0.53471 0.122
F -0.72486 6.46340 -2.82951 0.164
C -0.34723 6.18096 -1.57979 -0.589
F -1.23956 6.72923 -0.74047 0.167
F 0.83951 6.75553 -1.35738 0.165
C -0.27966 4.68559 -1.34896 -0.071
C -1.03121 3.81730 -2.12079 0.046
C -0.95659 2.46666 -1.84537 -0.082
N -0.20124 1.97400 -0.85544 -0.046
C 0.52931 2.82202 -0.11589 -0.091
C 0.52020 4.18471 -0.33378 0.053
H -1.64910 4.17907 -2.93007 0.137
H -1.51332 1.74563 -2.43340 0.122
H 1.15422 2.37464 0.64663 0.116
H 1.13254 4.83868 0.27067 0.140
C -4.41805 0.51042 -0.70210 -0.187
C -4.26543 -0.21930 0.63009 -0.415
Sb -2.27885 -0.03276 1.38712 1.430
C -2.44340 1.93305 2.23414 -0.409
C -1.24580 2.33610 3.09122 -0.180
C -2.24958 -1.16109 3.20465 -0.395
C -1.80470 -2.60999 3.04872 -0.186
H -5.44689 0.45009 -1.05874 0.079
H -3.77965 0.06163 -1.46492 0.040
H -4.16454 1.57070 -0.61935 0.061
H -4.47496 -1.28121 0.52466 0.013
H -4.92543 0.18804 1.39684 0.062
H -3.36412 1.93565 2.81938 0.062
H -2.58475 2.63554 1.41015 0.046
H -1.11468 1.67201 3.94598 0.063
H -1.37683 3.34523 3.48390 0.079
H -0.31440 2.32659 2.52222 0.036
H -3.25052 -1.08504 3.63270 0.066
H -1.57305 -0.61781 3.86664 0.039
H -2.50901 -3.18514 2.44530 0.038
H -1.74541 -3.09330 4.02525 0.084
H -0.81798 -2.68064 2.58721 0.047
C -3.56765 -4.39144 -1.91611 -0.351
S -3.15643 -3.71350 -0.28654 0.816
C -1.40170 -3.76121 -0.35656 -1.006
C -0.60638 -2.93040 -1.06172 -1.107
S -1.14554 -1.61529 -2.11370 0.547
S 1.10502 -3.29981 -1.01276 0.916
C 1.03215 -4.62645 0.11788 -1.457
S 2.34919 -5.36688 0.70903 0.623
S -0.60672 -5.04765 0.51503 0.936
H -4.65435 -4.44064 -1.95764 0.043
H -3.15803 -5.39322 -2.01659 0.049
H -3.20161 -3.74098 -2.70633 0.024
```

Values from the calculation:
**Total charge**: +1
**Gap between HOMO and LUMO (spin up / spin down)**: 6.7 / 6.7 eV
**Relative energy (zero: lowest compared OMol25 entry of this formula, charge and spin)**: 10.5 kcal per mole
**Expectation value of S²**: 0.76
**Spin multiplicity**: 2
**LUMO energy (spin up / spin down)**: -0.13627 / -0.13665 Ha


Number 1: strongest force on any atom 1.49 eV Å⁻¹. Number 2: strongest force on any atom 0.52 eV Å⁻¹.